Record 1
Molecular formula: C32H35MnN2O3
Method: DFT, the ωB97M-V functional and the def2-TZVPD basis

Computed properties:
**Charge**: +1
**E_tot**: -2726.46617 hartree
**2S+1**: 2
**Kohn-Sham gap (spin up / spin down)**: 7.779 / 7.744 eV

The geometry in XYZ format:
```
73
C32H35MnN2O3 the ωB97M-V functional and the def2-TZVPD basis
Mn -0.54975 -0.33573 -1.33613
C 6.26838 0.62703 -1.75124
C 5.73136 -0.66175 -1.10994
C 6.25274 -1.88243 -1.88305
C 6.22586 -0.74495 0.33271
C 4.21080 -0.64171 -1.19496
C 3.57694 -0.57738 -2.43638
C 2.20348 -0.54886 -2.50284
N 1.43358 -0.58795 -1.40824
C 2.01921 -0.65085 -0.20663
C 3.39312 -0.67979 -0.07058
C 1.07627 -0.66544 0.94621
C 1.47377 -0.65586 2.26058
C 0.52302 -0.62547 3.28567
C -0.81157 -0.60707 2.90342
C -1.14631 -0.61722 1.55909
N -0.22125 -0.65596 0.60113
C 0.98928 -0.61231 4.73711
C 1.76600 -1.91109 5.00890
C 1.91084 0.59847 4.95870
C -0.18630 -0.52138 5.70670
H 7.35781 0.63438 -1.68844
H 5.89143 1.51433 -1.23829
H 5.99605 0.70358 -2.80504
H 7.33974 -1.92614 -1.80004
H 6.00359 -1.83154 -2.94419
H 5.84437 -2.81182 -1.48049
H 7.31592 -0.76591 0.33579
H 5.88122 -1.65446 0.83159
H 5.91494 0.12009 0.92426
H 4.14660 -0.54093 -3.35444
H 1.69079 -0.49247 -3.45377
H 3.82937 -0.72526 0.91367
H 2.52535 -0.65678 2.50425
H -1.60725 -0.57048 3.63332
H -2.17698 -0.57839 1.23475
H 2.66709 -1.98543 4.39600
H 1.14937 -2.79123 4.81429
H 2.07420 -1.93759 6.05551
H 2.80562 0.55837 4.33453
H 2.23921 0.61945 5.99931
H 1.39261 1.53646 4.74884
H -0.84967 -1.38586 5.62903
H -0.77639 0.38467 5.55166
H 0.19595 -0.49348 6.72756
O -2.52007 -0.40068 -1.72507
C -3.21120 0.89704 -1.87888
C -2.10450 1.94676 -1.80348
O -2.34858 3.09903 -2.04400
O -0.89980 1.48569 -1.52469
C -4.21224 1.06011 -0.73943
C -4.83411 2.29246 -0.55780
C -5.77435 2.45815 0.44598
C -6.11831 1.39696 1.27575
C -5.51850 0.16233 1.08690
C -4.56795 -0.00280 0.08238
C -3.88169 0.88304 -3.24535
C -5.17803 0.39438 -3.38192
C -5.75916 0.27527 -4.63965
C -5.04773 0.64879 -5.76810
C -3.75446 1.14222 -5.63862
C -3.17380 1.25690 -4.38660
H -3.08206 -1.08966 -2.09835
H -4.57419 3.12010 -1.20484
H -6.24623 3.42322 0.57565
H -6.85661 1.53188 2.05547
H -5.79444 -0.67987 1.70867
H -4.13145 -0.98224 -0.06426
H -5.75093 0.12554 -2.50286
H -6.77106 -0.09677 -4.73243
H -5.50167 0.56709 -6.74729
H -3.20241 1.45027 -6.51712
H -2.17485 1.66896 -4.29994
```


Record 2
Molecular formula: C5H10N4
Method: DFT, the ωB97M-V functional and the def2-TZVPD basis

Computed properties:
**Energy above the lowest of the compared OMol25 structures with the same formula, charge and spin**: 384.49 kJ/mol
**Charge**: +2
**E_tot**: -414.74031 hartree
**Kohn-Sham gap**: 7.653 eV

The geometry in XYZ format:
```
19
C5H10N4 the ωB97M-V functional and the def2-TZVPD basis
C 0.84944 0.68966 -1.37029
C 0.61177 -1.52468 -0.77761
C -0.24220 -0.18386 -0.77621
C 0.17049 0.56804 1.41697
C -0.95343 0.28021 0.44398
N 1.93316 -0.05267 -1.70328
N 1.84184 -1.20006 -1.13959
N 0.79139 1.88100 -1.67825
N 0.28169 -2.71981 -0.41342
H -0.86651 -0.42626 -1.77919
H 0.59779 -0.43411 1.42116
H -0.35897 0.73255 2.32451
H 0.87616 1.43277 1.08794
H -1.73584 1.03580 0.25317
H -1.47956 -0.52902 1.04926
H -0.09537 2.38117 -1.46621
H 1.63066 2.36683 -2.12547
H -0.59363 -3.06461 0.02691
H 1.08359 -3.47623 -0.62272
```


Record 3
Molecular formula: H3NP2
Method: DFT, the ωB97M-V functional and the def2-TZVPD basis

Computed properties:
**Energy above the lowest of the compared OMol25 structures with the same formula, charge and spin**: 108.29 kJ/mol
**Charge**: 0
**E_tot**: -739.08204 hartree
**2S+1**: 3
**Kohn-Sham gap (spin up / spin down)**: 7.289 / 8.123 eV

The geometry in XYZ format:
```
6
H3NP2 the ωB97M-V functional and the def2-TZVPD basis
N 0.30154 -0.76666 -0.66195
P -0.32830 -1.81453 0.24499
P 0.16551 1.57066 0.93073
H -0.24565 -2.96757 -0.62531
H -0.93857 1.99922 0.17321
H 1.04547 1.97888 -0.06167
```


Record 4
Molecular formula: C4H7NO
Method: DFT, the ωB97M-V functional and the def2-TZVPD basis

Computed properties:
**Structure (SMILES)**: C=CC#N.[H][H].C=O
**Energy above the lowest of the compared OMol25 structures with the same formula, charge and spin**: 436.81 kJ/mol
**Charge**: 0
**E_tot**: -286.46527 hartree
**Kohn-Sham gap**: 9.912 eV

The geometry in XYZ format:
```
13
C4H7NO the ωB97M-V functional and the def2-TZVPD basis
C 0.92224 0.25448 -1.08936
C -0.16422 0.93662 -0.69248
C -0.82967 -0.80165 1.23776
O -0.94806 -1.89413 0.73129
C -0.16251 1.82144 0.43324
N -0.19283 2.60277 1.28986
H 1.00785 -0.06571 -2.12200
H 1.83230 0.21615 -0.49970
H 0.78425 -1.57838 -0.72597
H -1.00118 1.06830 -1.36790
H -1.71710 -0.18007 1.40339
H 0.13457 -0.42281 1.63132
H 0.33436 -1.95701 -0.22945
```


Record 5
Molecular formula: C3H5FO2
Method: DFT, the ωB97M-V functional and the def2-TZVPD basis

Computed properties:
**Structure (SMILES)**: CC(=O)COF
**Energy above the lowest of the compared OMol25 structures with the same formula, charge and spin**: 419.65 kJ/mol
**Charge**: 0
**E_tot**: -367.49741 hartree
**Kohn-Sham gap**: 10.410 eV

The geometry in XYZ format:
```
11
C3H5FO2 the ωB97M-V functional and the def2-TZVPD basis
C -0.65198 -1.28441 -0.17875
C 0.06002 -0.46371 0.89208
C -2.25827 -0.83464 -0.36192
O -0.21327 -2.18022 -0.83270
O -2.39274 0.29682 0.43110
F -3.66831 0.93916 0.06095
H -0.61616 -0.52769 1.79778
H 1.12154 -0.50824 0.92199
H -0.12801 0.58769 0.58988
H -2.91472 -1.69899 -0.00217
H -2.42158 -0.65937 -1.44794
```


Record 6
Molecular formula: C62H59F9NO3
Method: DFT, the ωB97M-V functional and the def2-TZVPD basis

Computed properties:
**Charge**: -1
**E_tot**: -3577.24530 hartree
**Kohn-Sham gap**: 5.815 eV

The geometry in XYZ format:
```
134
C62H59F9NO3 the ωB97M-V functional and the def2-TZVPD basis
C 1.61903 9.15968 -2.37323
C 0.22365 9.33905 -1.81522
O -0.21079 10.45032 -1.61632
N -0.59050 8.19221 -1.53516
C -0.30661 7.57531 -0.25044
C -0.70328 7.23237 -2.64609
C 0.29122 6.05594 -2.71736
C 0.42123 5.59127 -4.17579
C 1.29796 6.54489 -5.00058
C 0.49000 7.56685 -5.84711
O -0.41849 7.07688 -6.54292
O 0.83488 8.75777 -5.72414
H 2.03231 8.16616 -2.21962
H 1.57436 9.36216 -3.45125
H 2.26918 9.90382 -1.90991
H -0.22429 8.36706 0.49949
H 0.62606 6.99221 -0.22748
H -1.15691 6.95481 0.04064
H -0.69564 7.80970 -3.57438
H -1.69930 6.78109 -2.56422
H -0.09121 5.21337 -2.13561
H 1.29192 6.31156 -2.36610
H -0.56860 5.54611 -4.64369
H 0.82803 4.57472 -4.20802
H 1.94290 5.97764 -5.68095
H 1.96022 7.11194 -4.34006
F -0.90437 8.65263 3.06459
C -0.00246 9.55668 3.49118
C 1.27144 9.53020 2.95968
C 2.19221 10.46682 3.40627
C 1.83541 11.40308 4.36723
C 0.54715 11.40482 4.88381
C -0.38722 10.47751 4.44546
H 1.52909 8.79300 2.21155
H 3.19291 10.46546 2.99487
H 2.55827 12.13176 4.70903
H 0.26359 12.13357 5.63204
H -1.39901 10.46315 4.82673
F 4.12449 4.22428 -2.89675
C 3.88177 2.90187 -2.94029
C 2.93817 2.42257 -3.82698
C 2.69611 1.05676 -3.86194
C 3.38800 0.19762 -3.01804
C 4.33021 0.70681 -2.13500
C 4.58651 2.07018 -2.09204
H 2.40833 3.11296 -4.46940
H 1.95866 0.66313 -4.54933
H 3.19156 -0.86624 -3.04643
H 4.86864 0.04094 -1.47514
H 5.31732 2.49127 -1.41479
F 6.59227 -1.71373 -1.50262
C 6.36326 -2.79735 -0.72750
C 6.15466 -2.61265 0.62374
C 5.91778 -3.72962 1.41265
C 5.89891 -4.99655 0.84535
C 6.11401 -5.14944 -0.51760
C 6.34754 -4.04270 -1.32166
H 6.17641 -1.61430 1.03967
H 5.74153 -3.60965 2.47118
H 5.71309 -5.86290 1.46596
H 6.10051 -6.13579 -0.96230
H 6.51391 -4.13512 -2.38659
F -0.39195 3.20757 -1.01641
C -1.09326 2.23074 -1.62421
C -1.99205 1.48690 -0.88678
C -2.70948 0.48765 -1.53111
C -2.51452 0.25061 -2.88570
C -1.60128 1.01410 -3.60161
C -0.88158 2.01833 -2.97151
H -2.12253 1.69162 0.16732
H -3.41893 -0.10540 -0.97061
H -3.07564 -0.52975 -3.38355
H -1.44668 0.83176 -4.65717
H -0.17304 2.63559 -3.50719
F 8.36255 -3.84183 -5.31138
C 9.31766 -3.05428 -4.77040
C 10.63448 -3.27386 -5.12131
C 11.60956 -2.46222 -4.55864
C 11.26051 -1.46103 -3.66259
C 9.92712 -1.26668 -3.32812
C 8.93935 -2.06502 -3.88627
H 10.88143 -4.06296 -5.81830
H 12.64751 -2.61460 -4.82424
H 12.02586 -0.83273 -3.22718
H 9.64764 -0.48943 -2.62930
H 7.89518 -1.92470 -3.64333
F -4.10043 -1.58129 0.49194
C -4.38007 -2.90116 0.43234
C -5.34600 -3.33277 -0.45408
C -5.63253 -4.68882 -0.51458
C -4.95628 -5.58589 0.30286
C -3.98615 -5.11885 1.17885
C -3.68754 -3.76491 1.25352
H -5.85958 -2.61434 -1.07863
H -6.38577 -5.04097 -1.20386
H -5.18094 -6.64194 0.25720
H -3.45278 -5.81421 1.81416
H -2.93277 -3.38110 1.92592
F 3.91615 -3.74890 4.05115
C 4.27624 -3.47459 5.32326
C 3.55642 -4.04571 6.35290
C 3.93372 -3.76085 7.65737
C 5.00735 -2.91826 7.91131
C 5.71045 -2.35713 6.85435
C 5.34886 -2.63425 5.54360
H 2.72097 -4.69455 6.12889
H 3.38343 -4.20047 8.47873
H 5.29408 -2.69795 8.93064
H 6.54485 -1.69607 7.04747
H 5.88293 -2.20784 4.70532
F -7.73089 -6.70487 0.05664
C -9.02751 -6.88501 -0.28215
C -9.94996 -7.07789 0.72451
C -11.27939 -7.26143 0.37421
C -11.66060 -7.25149 -0.96068
C -10.70832 -7.05519 -1.95174
C -9.37445 -6.86763 -1.61782
H -9.62906 -7.08430 1.75530
H -12.01653 -7.41378 1.15111
H -12.69853 -7.39628 -1.22853
H -11.00197 -7.04893 -2.99309
H -8.61522 -6.71128 -2.37212
F -10.59855 -9.15993 3.06772
C -10.15967 -8.95007 4.32797
C -10.90047 -9.45659 5.37669
C -10.44830 -9.23785 6.67003
C -9.27945 -8.52351 6.89490
C -8.55550 -8.02733 5.81976
C -8.99115 -8.24040 4.51941
H -11.80990 -10.00598 5.17563
H -11.01411 -9.62898 7.50526
H -8.93320 -8.35475 7.90552
H -7.64413 -7.46965 5.98966
H -8.43359 -7.87037 3.66970
```


Record 7
Molecular formula: C23H15AsAuO5
Method: DFT, the ωB97M-V functional and the def2-TZVPD basis

Computed properties:
**Charge**: +3
**E_tot**: -3631.85284 hartree
**2S+1**: 3
**Kohn-Sham gap (spin up / spin down)**: 7.749 / 4.164 eV

The geometry in XYZ format:
```
45
C23H15AsAuO5 the ωB97M-V functional and the def2-TZVPD basis
O 2.15679 -2.36077 -2.43109
C 1.54789 -1.69477 -1.74522
Au 0.13684 -0.20611 -0.13643
O 0.87176 2.59892 -1.58920
C 0.64700 1.58232 -1.12135
C -1.13115 1.25288 1.27968
O -1.72159 1.89993 1.96578
C 1.71120 0.15819 1.19078
O 2.50517 0.41896 1.99957
C -1.60331 -0.26278 -1.32540
O -2.61257 -0.27472 -1.87983
C 0.12028 -6.68518 2.22825
C -0.03462 -6.21152 0.91328
C -0.28444 -4.85510 0.67304
C -0.37245 -3.98320 1.77889
C -0.25089 -4.44037 3.10689
C 0.01611 -5.80007 3.31715
As -0.82683 -2.11684 1.38510
C -2.76384 -2.24361 1.01114
C -3.55778 -1.07738 1.00965
C -4.93641 -1.19211 0.79365
C -5.51989 -2.44220 0.52405
C -4.70656 -3.58589 0.47036
C -3.32386 -3.50058 0.69162
C -0.43510 -1.37407 3.18074
C -1.48433 -0.77148 3.88919
C -1.22564 -0.26775 5.17030
C 0.06906 -0.32039 5.71376
C 1.12071 -0.88488 4.97583
C 0.87603 -1.39704 3.69357
H 0.32405 -7.74533 2.40822
H 0.03848 -6.88993 0.06863
H -0.41875 -4.46519 -0.34263
H -0.33750 -3.74254 3.94141
H 0.14159 -6.15503 4.33515
H -3.11364 -0.10946 1.22730
H -5.54956 -0.29714 0.83896
H -6.60112 -2.52316 0.35804
H -5.14293 -4.55985 0.27288
H -2.69387 -4.38330 0.65147
H -2.48370 -0.75723 3.45291
H -2.04823 0.16137 5.73205
H 0.25287 0.08320 6.71291
H 2.12496 -0.93134 5.39567
H 1.68748 -1.86168 3.13283
```


Record 8
Molecular formula: C34H56N3OP2SSr
Method: DFT, the ωB97M-V functional and the def2-TZVPD basis

Computed properties:
**Energy above the lowest of the compared OMol25 structures with the same formula, charge and spin**: 0.00 kJ/mol
**Charge**: +1
**E_tot**: -2680.09999 hartree
**Kohn-Sham gap**: 5.633 eV

The geometry in XYZ format:
```
98
C34H56N3OP2SSr the ωB97M-V functional and the def2-TZVPD basis
C 1.56541 1.99139 -1.50286
C 0.25951 0.26853 -2.35470
C 1.83818 2.46898 -2.78294
C 0.58572 0.63645 -3.65988
C 1.38135 1.75792 -3.88867
H 2.45361 3.35854 -2.87772
H 0.19319 0.03048 -4.47580
H 1.65486 2.03765 -4.90907
N 0.71775 0.96401 -1.28774
P 2.43916 1.42040 1.06808
P -2.10744 -0.77386 -1.03655
C 2.29172 2.61054 -0.30528
H 3.30445 2.92907 -0.59579
H 1.76379 3.51521 0.04092
C -0.59973 -1.20595 3.84446
O -0.61847 -1.55495 4.94576
C -0.55455 -1.01050 -2.14170
H -0.96036 -1.38969 -3.09427
C -2.80468 -2.49589 -0.69013
C -3.39098 0.40053 -1.80616
C 3.91840 0.32428 0.62057
C 2.68512 2.39489 2.68482
C -2.12839 -3.04231 0.59180
H -2.30864 -2.38016 1.45696
H -2.56416 -4.02468 0.83124
H -1.04269 -3.17840 0.47721
C -4.32450 -2.44657 -0.45194
H -4.58957 -1.77443 0.37562
H -4.87939 -2.16571 -1.35876
H -4.65964 -3.45827 -0.17019
C -2.51235 -3.41441 -1.88268
H -2.94710 -4.40680 -1.67464
H -2.96402 -3.03417 -2.81197
H -1.43420 -3.55971 -2.03217
C -4.37865 0.76811 -0.67186
H -3.84992 0.87989 0.28731
H -4.85826 1.73096 -0.89744
H -5.17475 0.02401 -0.56597
C -2.67087 1.68273 -2.27026
H -2.12544 2.15849 -1.44293
H -1.97419 1.47397 -3.09461
H -3.42621 2.39896 -2.63814
C -4.10412 -0.24325 -3.01398
H -3.52475 -1.06277 -3.46558
H -5.10275 -0.61096 -2.74058
H -4.26395 0.52358 -3.79165
C 2.87291 1.34364 3.80120
H 2.90781 1.84454 4.78016
H 2.04566 0.61479 3.83838
H 3.81504 0.78889 3.68385
C 1.40539 3.22525 2.92897
H 1.24340 3.95867 2.12605
H 0.49780 2.60539 2.99659
H 1.50284 3.78263 3.87503
C 3.88779 3.35208 2.63204
H 3.90116 3.94254 1.70303
H 3.81123 4.04728 3.48524
H 4.84882 2.83596 2.74118
C 4.01828 0.10826 -0.89858
H 4.24259 1.03651 -1.44325
H 4.84548 -0.58985 -1.10646
H 3.10499 -0.33157 -1.31909
C 3.65448 -1.03151 1.31912
H 2.94342 -1.65251 0.74638
H 4.60278 -1.57861 1.42032
H 3.24912 -0.90555 2.33678
C 5.23714 0.96122 1.07319
H 5.36253 1.96984 0.65019
H 5.34364 0.99852 2.16330
H 6.06658 0.34306 0.69406
Sr -0.02976 -0.32612 1.10902
N 0.79923 -2.07587 -0.31299
C 0.51014 -2.12260 -1.51284
C 1.18235 -3.16790 -2.53321
C 0.49367 -3.26478 -3.88871
C 2.61182 -2.68893 -2.77286
C 1.22327 -4.54332 -1.82747
H -0.56009 -3.54755 -3.82038
H 0.56961 -2.32380 -4.44353
H 0.99362 -4.04010 -4.48680
H 3.14752 -2.55356 -1.82577
H 3.17098 -3.41925 -3.37256
H 2.62583 -1.73214 -3.30790
H 0.85541 -5.34376 -2.48145
H 2.24912 -4.78547 -1.52126
H 0.62037 -4.55389 -0.91146
S -1.78368 2.06652 1.45347
C -2.68923 2.21326 2.89130
N -2.35422 1.41840 3.96192
C -2.99822 1.45896 5.16369
C -4.05700 2.32684 5.34002
C -4.43837 3.16289 4.27574
C -3.74322 3.12651 3.06946
H -1.58561 0.75642 3.83387
H -2.61272 0.78669 5.92152
H -4.56928 2.34847 6.30135
H -5.27505 3.84985 4.39572
H -3.97490 3.78862 2.23426
```